No. 1
DFT (the ωB97M-V functional and the def2-TZVPD basis) results for 12 unconnected molecules or ions with the total composition C51H72N3O31.

Calculated values
Kohn-Sham gap	5.495	eV
LUMO level	-0.008	Eh
energy above the lowest of the compared OMol25 structures with the same formula, charge and spin	103.19	kcal/mol
charge	-1

Structure (XYZ):
```
157
Properties=species:S:1:pos:R:3:lowdin_charge:R:1
C -1.684 0.577 -1.419 -0.041
C -1.073 0.074 -0.114 -0.248
C 0.101 -1.006 -0.316 -0.104
O 1.214 -0.372 -0.983 -0.199
C 2.223 -1.208 -1.515 -0.093
N -0.524 1.288 0.580 0.250
H -1.156 2.074 0.523 0.099
H -0.254 0.993 1.507 0.103
H 0.328 1.566 0.114 0.117
H -1.920 -0.266 -2.068 0.066
H -0.922 1.156 -1.940 0.086
H -2.657 1.060 -1.328 0.073
H -1.974 -0.307 0.366 0.130
H -0.244 -1.894 -0.846 0.103
H 0.435 -1.434 0.630 0.119
H 2.720 -0.624 -2.289 0.081
H 1.879 -2.109 -2.023 0.069
H 2.872 -1.467 -0.678 0.082
O -3.172 5.515 -0.383 0.111
C -2.031 4.869 -0.443 -0.865
O -2.022 3.710 -0.019 -0.044
O -0.996 5.392 -0.862 -0.003
H -3.768 4.886 0.030 0.056
C 1.607 3.275 2.478 -0.085
C 1.375 2.307 3.706 -0.454
O 0.505 1.267 3.495 -0.342
H 2.050 2.712 1.656 0.048
H 2.245 4.144 2.638 0.060
H 0.636 3.672 2.180 0.060
H 1.136 2.854 4.619 0.084
H 2.354 1.966 4.045 0.070
C -0.772 0.664 -7.818 -0.187
O -0.941 0.127 -6.608 -0.202
C 0.208 0.167 -5.720 -0.114
C 0.141 -0.812 -4.478 -0.173
O 0.577 -2.123 -4.719 -0.183
C 1.996 -2.363 -4.871 -0.096
H -0.525 1.721 -7.723 0.084
H -1.771 0.608 -8.249 0.098
H 0.031 0.282 -8.450 0.087
H 0.164 1.212 -5.411 0.124
H 1.132 -0.036 -6.261 0.116
H -0.919 -0.914 -4.246 0.102
H 0.581 -0.410 -3.566 0.105
H 2.335 -2.847 -5.787 0.078
H 2.349 -3.043 -4.097 0.065
H 2.620 -1.469 -4.852 0.086
C 8.517 2.321 -1.308 -0.093
O 7.801 1.446 -0.452 -0.152
C 6.535 1.107 -0.891 -0.248
C 5.912 -0.054 -0.152 -0.178
O 5.613 0.368 1.206 -0.170
C 4.821 -0.582 1.948 -0.094
H 8.684 1.886 -2.294 0.089
H 9.471 2.409 -0.789 0.085
H 8.138 3.343 -1.308 0.080
H 6.412 0.801 -1.930 0.123
H 5.832 1.938 -0.821 0.116
H 6.558 -0.932 -0.124 0.125
H 5.021 -0.436 -0.649 0.102
H 3.751 -0.431 1.804 0.075
H 5.041 -0.358 2.991 0.086
H 4.970 -1.649 1.784 0.085
C -3.737 -2.623 -1.274 -0.388
O -2.667 -2.670 -0.795 0.053
N -3.977 -2.934 -2.542 -0.148
C -5.346 -2.890 -3.108 -0.065
C -3.031 -3.200 -3.637 -0.031
H -4.642 -2.412 -0.683 0.143
H -6.031 -3.200 -2.318 0.091
H -5.477 -3.660 -3.867 0.077
H -5.659 -1.998 -3.651 0.065
H -2.962 -2.370 -4.341 0.084
H -2.015 -3.351 -3.275 0.080
H -3.379 -4.079 -4.179 0.085
C 1.910 -6.728 -0.002 -0.365
O 2.842 -7.478 0.325 -0.022
N 1.622 -6.243 -1.207 -0.162
C 0.361 -5.471 -1.319 -0.036
C 2.549 -6.571 -2.353 -0.021
H 1.219 -6.336 0.760 0.128
H 0.497 -4.654 -2.027 0.073
H -0.003 -5.114 -0.355 0.086
H -0.381 -6.152 -1.736 0.083
H 1.953 -6.813 -3.233 0.077
H 3.301 -5.800 -2.526 0.081
H 3.098 -7.506 -2.244 0.077
C -4.773 0.692 -3.342 0.047
C -4.047 1.690 -3.916 -0.202
C -4.223 3.154 -3.604 -0.256
O -3.555 4.059 -4.166 0.106
C -5.355 3.362 -2.699 0.067
C -6.007 2.370 -2.111 -0.198
C -5.789 0.877 -2.327 -0.303
O -6.363 -0.067 -1.780 0.089
O -7.051 2.651 -1.257 0.074
O -3.192 1.462 -4.932 0.100
H -4.641 -0.310 -3.722 0.100
H -5.700 4.352 -2.437 0.143
H -7.436 1.884 -0.826 0.104
H -2.628 2.198 -5.181 0.115
C 4.015 -3.745 4.700 0.068
C 4.428 -3.101 5.829 -0.220
C 3.861 -1.745 6.246 -0.275
O 4.193 -1.147 7.295 0.075
C 2.820 -1.267 5.320 0.064
C 2.474 -1.915 4.178 -0.212
C 3.068 -3.188 3.710 -0.298
O 2.836 -3.740 2.609 0.085
O 1.616 -1.363 3.263 0.061
O 5.125 -3.820 6.718 0.090
H 4.399 -4.743 4.552 0.128
H 2.502 -0.269 5.585 0.130
H 1.584 -0.422 3.449 0.051
H 5.258 -3.333 7.535 0.111
C 2.288 4.969 -0.790 0.062
C 1.913 3.856 -1.440 -0.193
C 2.888 3.084 -2.320 -0.261
O 2.698 2.155 -3.141 0.067
C 4.183 3.795 -2.335 0.041
C 4.515 4.933 -1.681 -0.232
C 3.547 5.759 -0.848 -0.274
O 3.760 6.893 -0.386 0.091
O 5.787 5.338 -1.593 0.080
O 0.672 3.291 -1.369 0.061
H 1.509 5.524 -0.288 0.124
H 4.967 3.235 -2.823 0.118
H 5.978 5.946 -0.875 0.115
H 0.023 3.889 -0.990 0.044
C -6.429 2.139 4.053 0.097
C -6.073 3.315 3.413 -0.229
C -5.275 3.401 2.185 -0.321
O -4.937 4.460 1.655 0.119
C -4.825 2.116 1.777 0.058
C -5.020 0.957 2.443 -0.190
C -5.799 0.814 3.734 -0.287
O -5.984 -0.258 4.282 0.120
O -4.420 -0.163 1.976 0.093
O -6.583 4.427 3.937 0.099
H -7.022 2.175 4.954 0.121
H -4.240 2.082 0.870 0.125
H -4.804 -0.897 2.461 0.083
H -5.956 5.143 3.808 0.122
C -2.967 -2.599 6.145 0.074
C -2.070 -2.255 7.102 -0.216
C -0.889 -1.347 6.963 -0.301
O -0.143 -1.053 7.910 0.085
C -0.721 -0.953 5.573 0.057
C -1.641 -1.159 4.619 -0.167
C -2.888 -1.994 4.814 -0.322
O -3.766 -2.183 4.029 0.125
O -1.474 -0.606 3.384 0.080
O -2.088 -2.873 8.303 0.078
H -3.750 -3.329 6.288 0.130
H 0.177 -0.402 5.337 0.099
H -0.730 -0.002 3.325 0.027
H -1.436 -2.554 8.932 0.104
```

=====

No. 2
DFT (the ωB97M-V functional and the def2-TZVPD basis) results for 10 unconnected molecules or ions with the total composition C51H72N5O16.

Calculated values
Kohn-Sham gap	1.521	eV
LUMO level	0.035	Eh
charge	-1

Structure (XYZ):
```
144
Properties=species:S:1:pos:R:3:lowdin_charge:R:1
C -7.941 -1.601 -1.200 -0.084
C -8.274 -1.586 0.339 -0.264
C -7.186 -1.814 1.394 -0.211
C -7.794 -1.699 2.795 -0.082
N -6.793 -2.115 3.919 -0.192
C -7.600 -2.694 5.092 -0.108
C -6.564 -3.544 5.912 -0.156
C -5.342 -3.810 5.012 -0.139
C -5.849 -3.314 3.603 -0.090
C -5.931 -0.949 4.366 -0.076
C -6.683 0.360 4.960 -0.260
C -5.949 1.590 4.675 -0.135
H -7.362 -0.729 -1.505 0.072
H -8.885 -1.702 -1.736 0.069
H -7.283 -2.460 -1.331 0.067
H -9.052 -2.335 0.485 0.098
H -8.735 -0.615 0.520 0.101
H -6.338 -1.151 1.219 0.121
H -6.730 -2.781 1.181 0.103
H -8.571 -2.460 2.863 0.121
H -8.048 -0.674 3.068 0.123
H -8.208 -2.086 5.761 0.125
H -8.370 -3.382 4.743 0.109
H -6.142 -2.983 6.746 0.104
H -6.968 -4.481 6.296 0.108
H -4.535 -3.125 5.273 0.099
H -5.038 -4.853 4.924 0.115
H -5.044 -3.046 2.919 0.126
H -6.459 -3.994 3.009 0.116
H -5.224 -0.664 3.587 0.131
H -5.133 -1.298 5.023 0.117
H -6.677 0.334 6.050 0.098
H -7.755 0.539 4.877 0.102
H -4.934 1.487 5.057 0.090
H -6.291 2.487 5.192 0.090
H -5.892 1.601 3.586 0.086
O 0.523 2.728 0.753 -0.465
C -0.443 1.659 0.609 -0.431
C -0.019 0.082 0.542 -0.480
O 0.447 -0.623 1.665 -0.431
H -0.829 1.804 -0.400 0.030
H -1.257 1.908 1.290 0.042
H 0.663 -0.219 -0.253 0.048
H -0.908 -0.437 0.183 0.022
C 3.510 1.617 -6.149 -0.029
C 4.615 1.245 -6.759 -0.059
C 4.751 0.428 -7.902 -0.321
C 3.551 -0.111 -8.353 -0.031
C 2.324 0.217 -7.803 -0.006
C 2.361 1.095 -6.729 -0.327
O 1.235 1.349 -6.030 0.049
O 5.990 0.200 -8.410 0.038
H 3.575 2.289 -5.306 0.132
H 5.569 1.620 -6.418 0.115
H 3.659 -0.721 -9.238 0.112
H 1.484 -0.242 -8.303 0.115
H 1.341 2.131 -5.484 0.106
H 6.649 0.124 -7.716 0.102
C -0.390 10.153 -4.105 -0.015
C 0.026 11.321 -4.719 -0.020
C 1.348 11.341 -5.206 -0.301
C 2.167 10.188 -5.230 -0.026
C 1.621 9.016 -4.778 -0.033
C 0.336 8.938 -4.228 -0.305
O -0.191 7.758 -3.762 0.030
O 1.774 12.468 -5.900 0.012
H -1.322 10.332 -3.589 0.110
H -0.698 12.121 -4.676 0.112
H 3.147 10.192 -5.683 0.113
H 2.151 8.086 -4.920 0.117
H 0.240 7.404 -2.981 0.113
H 2.677 12.568 -5.591 0.091
C 6.049 -5.625 -1.756 -0.027
C 6.962 -6.447 -1.098 -0.019
C 7.919 -7.135 -1.820 -0.359
C 8.011 -7.012 -3.194 -0.020
C 7.286 -5.993 -3.810 0.025
C 6.165 -5.407 -3.087 -0.402
O 5.346 -4.746 -3.820 0.089
O 8.769 -7.983 -1.180 0.036
H 5.185 -5.170 -1.294 0.121
H 6.915 -6.576 -0.026 0.112
H 8.875 -7.537 -3.572 0.114
H 7.341 -5.805 -4.872 0.105
H 4.830 -4.109 -3.322 0.126
H 8.515 -8.077 -0.259 0.097
C -1.894 -9.714 0.976 0.018
C -1.985 -10.746 1.834 -0.076
C -1.385 -10.762 3.052 -0.349
C -0.615 -9.726 3.474 -0.030
C -0.492 -8.588 2.722 -0.015
C -1.158 -8.574 1.515 -0.343
O -1.018 -7.481 0.816 0.061
O -1.753 -11.656 4.043 0.033
H -2.367 -9.748 0.006 0.116
H -2.421 -11.637 1.408 0.118
H -0.152 -9.845 4.442 0.123
H 0.011 -7.707 3.093 0.124
H -0.922 -6.674 1.326 0.120
H -2.236 -12.309 3.531 0.087
C 9.662 -2.602 1.706 -0.041
C 8.627 -2.713 2.622 -0.004
C 7.453 -1.968 2.343 -0.300
C 7.447 -1.186 1.117 -0.005
C 8.490 -1.148 0.253 -0.054
C 9.592 -1.909 0.535 -0.354
O 10.619 -1.808 -0.356 0.034
O 6.419 -2.103 3.192 0.048
H 10.623 -3.055 1.898 0.114
H 8.604 -3.402 3.453 0.111
H 6.669 -0.459 0.936 0.116
H 8.455 -0.509 -0.617 0.117
H 10.481 -1.270 -1.139 0.097
H 5.548 -2.141 2.791 0.120
C -3.947 9.955 6.040 -0.031
C -2.887 9.035 5.991 -0.031
C -2.240 8.724 4.849 -0.271
C -2.610 9.370 3.674 -0.031
C -3.712 10.170 3.661 -0.009
C -4.402 10.449 4.866 -0.314
O -5.575 11.194 4.735 0.023
O -1.284 7.622 4.822 0.016
H -4.564 10.085 6.917 0.114
H -2.712 8.486 6.904 0.119
H -1.986 9.123 2.828 0.121
H -4.019 10.515 2.685 0.117
H -5.862 11.509 5.595 0.090
H -1.162 7.380 3.901 0.086
C 7.158 4.963 1.506 -0.754
O 6.835 4.836 2.711 0.000
N 6.260 5.065 0.575 0.153
N 8.355 5.044 0.987 0.146
H 5.265 4.992 0.732 0.133
H 6.615 4.788 -0.329 0.102
H 9.217 5.015 1.513 0.116
H 8.425 5.378 0.036 0.102
C -3.465 -3.566 -6.203 -0.748
O -3.891 -4.742 -6.067 -0.020
N -3.515 -2.839 -7.320 0.152
N -3.008 -2.903 -5.196 0.155
H -3.787 -3.348 -8.148 0.112
H -3.067 -1.934 -7.352 0.107
H -2.759 -3.502 -4.423 0.123
H -2.248 -2.285 -5.444 0.113
```

=====

Question: LUMO level of number 2 (C51H72N5O16)?
Answer: 0.035 Eh

=====

Question: What is the formula in the second record?
Answer: C51H72N5O16

=====

Question: What is the charge in the first record?
Answer: -1